1.
7 unconnected molecules or ions with the total composition C26H69BF4N5O8, computed with wB97M-V/def2-TZVPD.

Positions of all 113 atoms, in Å:
B (-0.03550, 0.80217, -0.29570)
F (0.77685, 0.17481, 0.67516)
F (-0.90206, -0.12176, -0.87847)
F (-0.74622, 1.85477, 0.27662)
F (0.82906, 1.28950, -1.30626)
C (-1.28806, 0.61418, -4.52203)
C (0.17786, 0.23009, -4.36801)
O (0.33455, -0.65260, -3.27928)
H (-1.43417, 1.04406, -5.51986)
H (-1.51635, 1.34817, -3.75368)
H (-1.82936, -0.33060, -4.48021)
H (0.74700, 1.16534, -4.20678)
H (0.72115, -0.19560, -5.22049)
H (0.17853, -0.08139, -2.51031)
C (-1.09879, -5.41594, 4.23561)
O (-1.56163, -4.08943, 4.36309)
C (-0.55966, -3.13125, 4.11377)
C (-1.12269, -1.73672, 4.34002)
N (-2.46218, -1.53229, 3.77827)
C (-2.37746, -1.31864, 2.33490)
C (-3.58864, -0.66283, 1.69026)
O (-4.65886, -1.58009, 1.76826)
C (-5.88173, -1.15342, 1.24410)
H (-0.16090, -5.51339, 4.78846)
H (-1.00381, -5.61930, 3.16138)
H (-1.82648, -6.14190, 4.59713)
H (-0.21639, -3.22738, 3.07603)
H (0.27495, -3.20409, 4.82051)
H (-0.45580, -0.94424, 4.00692)
H (-1.20907, -1.69887, 5.43375)
H (-2.96385, -2.39976, 3.92707)
H (-2.14198, -2.28532, 1.87210)
H (-1.52075, -0.67485, 2.11353)
H (-3.23310, -0.41191, 0.68528)
H (-3.79101, 0.24864, 2.26119)
H (-6.54434, -0.76018, 2.02758)
H (-6.38370, -1.96905, 0.72528)
H (-5.84572, -0.29224, 0.56595)
C (5.31307, -0.20318, 1.21824)
O (5.16190, -0.45764, -0.15240)
C (4.08529, 0.24574, -0.75853)
C (3.35613, -0.66096, -1.75272)
N (2.34329, -1.54510, -1.16801)
C (2.99404, -2.64622, -0.43078)
C (2.00607, -3.66109, 0.05196)
O (1.29232, -4.16785, -1.06337)
C (0.74950, -5.43327, -0.77089)
H (5.19463, 0.85244, 1.48716)
H (6.30643, -0.56061, 1.49033)
H (4.56951, -0.72364, 1.83737)
H (4.46594, 1.12823, -1.28848)
H (3.34440, 0.60167, -0.03495)
H (4.12867, -1.21122, -2.29359)
H (2.83441, -0.00883, -2.45687)
H (1.81398, -0.99501, -0.49616)
H (3.48707, -2.27850, 0.48129)
H (3.72907, -3.15230, -1.05705)
H (1.34906, -3.25561, 0.83320)
H (2.57588, -4.49671, 0.48628)
H (1.52892, -6.20499, -0.80991)
H (-0.00689, -5.65243, -1.52361)
H (0.29187, -5.50259, 0.22225)
C (-1.74596, -4.63303, -5.11510)
C (-0.96483, -3.69201, -4.22474)
C (-1.66454, -3.51356, -2.86169)
O (-0.87098, -2.87508, -1.89084)
C (-1.51144, -2.88728, -0.63598)
N (0.44180, -4.08289, -4.12525)
H (-1.82998, -5.66723, -4.76511)
H (-1.25155, -4.67451, -6.09020)
H (-2.77891, -4.34283, -5.33615)
H (-0.99004, -2.69600, -4.67643)
H (-1.92629, -4.53346, -2.52855)
H (-2.61125, -2.96313, -2.90398)
H (-1.69383, -3.94680, -0.39298)
H (-2.49000, -2.40662, -0.53317)
H (-0.82901, -2.49184, 0.11049)
H (0.80720, -4.09015, -5.08066)
H (0.43907, -5.10471, -4.02590)
C (0.25256, 6.19507, 5.94040)
C (1.18754, 5.14979, 5.35302)
C (0.44992, 4.28264, 4.34541)
O (1.30962, 3.28598, 3.80354)
C (0.64220, 2.51112, 2.80139)
N (2.44389, 5.68908, 4.75243)
H (-0.42394, 5.80630, 6.69808)
H (-0.37948, 6.59516, 5.13923)
H (0.81110, 7.05686, 6.30635)
H (1.55996, 4.47572, 6.13209)
H (0.07432, 4.88557, 3.50857)
H (-0.43228, 3.82542, 4.80670)
H (-0.31065, 2.11249, 3.15419)
H (1.35733, 1.78804, 2.42682)
H (0.40646, 3.22383, 2.00589)
H (2.77213, 4.89713, 4.19830)
H (2.06410, 6.31073, 4.03135)
C (-1.15693, 6.45331, -1.87556)
C (-0.78468, 4.98067, -1.77007)
C (0.36881, 4.58552, -2.71706)
O (0.09617, 5.00987, -4.04219)
C (0.97472, 4.48769, -5.03424)
N (-0.43752, 4.62275, -0.40338)
H (-1.71139, 6.77530, -0.99429)
H (-1.79487, 6.61087, -2.74553)
H (-0.25129, 7.05765, -1.95215)
H (-1.61593, 4.30130, -1.97131)
H (0.46514, 3.49000, -2.72443)
H (1.38407, 4.91118, -2.44325)
H (1.03322, 3.40885, -4.85959)
H (1.94716, 4.97324, -4.94511)
H (0.47757, 4.62775, -5.99027)
H (-0.37567, 3.60653, -0.33526)
H (0.47293, 4.97067, -0.11568)

The orbital gap comes out at 7.9 eV. As for the total charge: -1. The HOMO energy comes out at -0.195 Ha. The total energy is -2332.15973 Eh.

---

2.
7 unconnected molecules or ions with the total composition C26H72FN2O26P6S, computed with wB97M-V/def2-TZVPD.

Positions of all 134 atoms, in Å:
N (-1.98170, 2.17082, 4.53152)
C (-0.78241, 1.79270, 5.33414)
C (0.45950, 2.09186, 4.52173)
C (1.73636, 1.50590, 5.11339)
C (3.04211, 1.93387, 4.41432)
C (3.64633, 3.15650, 5.16793)
C (4.54967, 4.06611, 4.34731)
N (4.04500, 4.20516, 2.93514)
C (4.08120, 2.86202, 2.29845)
S (3.77477, 3.22102, 0.55742)
O (2.40749, 3.56521, 0.41657)
O (4.65360, 4.25739, 0.13745)
F (4.05908, 1.94486, -0.25198)
C (2.89058, 2.09620, 2.88864)
H (-2.50064, 2.89899, 5.00657)
H (-1.66468, 2.62300, 3.68191)
H (-0.89786, 0.73039, 5.53750)
H (-0.82622, 2.39639, 6.23916)
H (0.55291, 3.16369, 4.31437)
H (0.31044, 1.62446, 3.54027)
H (1.80490, 1.88085, 6.13859)
H (1.67350, 0.42548, 5.22261)
H (3.75599, 1.12163, 4.56153)
H (4.28467, 2.73162, 5.94045)
H (2.88232, 3.71918, 5.70046)
H (4.52426, 5.06594, 4.77514)
H (5.58655, 3.74604, 4.31116)
H (4.60980, 4.89878, 2.43440)
H (3.06846, 4.51409, 2.95302)
H (5.02325, 2.34711, 2.46416)
H (2.00076, 2.63862, 2.58138)
H (2.94136, 1.10027, 2.45110)
C (-6.80448, 3.98407, 0.17129)
O (-6.02176, 2.94080, 0.78615)
P (-6.24613, 2.62169, 2.38925)
O (-5.07302, 3.25663, 3.02199)
O (-6.10170, 1.03221, 2.17115)
C (-4.90458, 0.51422, 1.59007)
O (-7.25592, 2.40172, 3.63534)
C (-8.63257, 2.04174, 3.38351)
H (-6.50183, 4.05599, -0.87000)
H (-7.86871, 3.74822, 0.20681)
H (-6.61989, 4.94204, 0.66140)
H (-4.04599, 1.14636, 1.81880)
H (-5.01882, 0.42075, 0.50996)
H (-4.73530, -0.47640, 2.00469)
H (-8.68883, 1.09182, 2.85065)
H (-9.14112, 2.81778, 2.81098)
H (-9.12339, 1.94030, 4.34666)
C (-4.59970, 2.91002, 11.07924)
O (-4.38998, 2.20905, 9.83477)
P (-3.09696, 1.23202, 9.68153)
O (-2.09633, 1.96397, 8.89494)
O (-3.92056, 0.13660, 8.82892)
C (-4.47672, 0.50941, 7.56566)
O (-2.30467, 0.09063, 10.48687)
C (-2.98048, -0.62457, 11.54529)
H (-5.49449, 3.51479, 10.96791)
H (-4.75280, 2.20875, 11.90024)
H (-3.75310, 3.56241, 11.30011)
H (-3.88624, 1.28911, 7.08547)
H (-5.50344, 0.85267, 7.69279)
H (-4.47911, -0.37665, 6.93554)
H (-3.85085, -1.15199, 11.15439)
H (-3.28587, 0.05423, 12.34178)
H (-2.27770, -1.34573, 11.95074)
C (6.86534, 2.88767, -2.42299)
O (7.27453, 2.02010, -3.49447)
P (8.35655, 0.80530, -3.20375)
O (9.61246, 1.32061, -3.77487)
O (7.55476, -0.17354, -4.20899)
C (7.36521, 0.22176, -5.56992)
O (8.83164, -0.46717, -2.31371)
C (7.90548, -1.08256, -1.39599)
H (6.17382, 3.62205, -2.82623)
H (6.35757, 2.32120, -1.63972)
H (7.73026, 3.40596, -2.00321)
H (8.17892, 0.86056, -5.91139)
H (6.41491, 0.74311, -5.68273)
H (7.34233, -0.68470, -6.16951)
H (7.03584, -1.46815, -1.92996)
H (7.58627, -0.37385, -0.62974)
H (8.42206, -1.90727, -0.91411)
C (-1.74765, -0.62925, -3.92294)
O (-2.99995, -1.29423, -4.16451)
P (-4.19940, -1.14050, -3.07529)
O (-4.23358, -2.37072, -2.27919)
O (-5.36914, -1.04923, -4.16753)
C (-5.61334, -2.17302, -5.02271)
O (-4.82297, 0.02705, -2.16032)
C (-4.64032, 1.38890, -2.60379)
H (-1.08297, -0.87089, -4.74724)
H (-1.88015, 0.45367, -3.88841)
H (-1.30081, -0.97940, -2.98983)
H (-5.34787, -3.11218, -4.53960)
H (-5.04224, -2.06139, -5.94393)
H (-6.66902, -2.18795, -5.27953)
H (-5.10336, 1.53904, -3.57998)
H (-3.58066, 1.64419, -2.65734)
H (-5.11980, 2.03565, -1.87383)
C (-11.11303, -4.15299, -5.49437)
O (-10.55862, -4.52717, -6.76837)
P (-9.11579, -5.35894, -6.82278)
O (-8.22520, -4.24646, -7.23807)
O (-9.67401, -6.27095, -8.04051)
C (-10.21803, -5.63827, -9.19788)
O (-7.98077, -6.49035, -6.49501)
C (-8.34640, -7.69268, -5.78476)
H (-12.03372, -3.60789, -5.68362)
H (-11.34795, -5.03323, -4.89431)
H (-10.42148, -3.50622, -4.94987)
H (-9.75593, -4.66629, -9.36869)
H (-11.29639, -5.52034, -9.09432)
H (-10.01582, -6.28862, -10.04597)
H (-9.09532, -8.25630, -6.34304)
H (-8.72552, -7.45923, -4.78936)
H (-7.44901, -8.29591, -5.68358)
C (11.94657, -0.51143, -4.55894)
O (12.32896, -1.47207, -5.57584)
P (13.12585, -2.80382, -5.12061)
O (14.54411, -2.60944, -5.42862)
O (12.35917, -3.77830, -6.15316)
C (12.52781, -3.56087, -7.55248)
O (13.04432, -3.86082, -3.91462)
C (11.79337, -4.03933, -3.22484)
H (11.44165, 0.31652, -5.04007)
H (11.26157, -0.96668, -3.84417)
H (12.83210, -0.13758, -4.04123)
H (13.50279, -3.12550, -7.77010)
H (11.74028, -2.90668, -7.92928)
H (12.44764, -4.52688, -8.04601)
H (11.02094, -4.38408, -3.91399)
H (11.47457, -3.11081, -2.74773)
H (11.94829, -4.79205, -2.45725)

The orbital gap comes out at 7.4 eV. As for the total charge: +1. The HOMO energy comes out at -0.392 Ha. The total energy is -5645.64467 Eh.

---

3.
A molecular structure, C26H73B2Mn2O13, computed with wB97M-V/def2-TZVPD.

Positions of all 116 atoms, in Å:
Mn (-0.50431, 2.89865, -2.60525)
Mn (-1.95560, 2.96601, 0.43846)
C (-0.04269, -0.35915, -0.12302)
C (0.27744, 1.02520, -0.60159)
O (-0.90824, 1.76470, -0.91651)
H (-0.72496, -0.36753, 0.73721)
H (0.88097, -0.89721, 0.08889)
H (-0.68536, -0.90904, -0.81764)
H (0.95035, 0.98765, -1.48274)
H (0.87718, 1.58315, 0.13096)
B (-0.45380, 4.64950, 0.48083)
H (-1.03382, 4.24388, 1.44019)
H (0.55802, 4.01824, 0.34442)
H (-1.12670, 4.59483, -0.48874)
H (-0.21448, 5.78787, 0.70924)
B (-2.46872, 3.74038, -2.96478)
H (-3.52086, 4.08405, -3.37075)
H (-1.59487, 4.43047, -3.41809)
H (-2.36000, 3.81487, -1.77907)
H (-2.17443, 2.67588, -3.41162)
C (8.46117, 1.17708, 1.46017)
O (7.91002, 0.63594, 2.63108)
C (6.55482, 0.27463, 2.50478)
C (5.61053, 1.45596, 2.54816)
O (4.39283, 1.10000, 1.88599)
C (3.48570, 2.16678, 1.96666)
H (9.49908, 1.43079, 1.66472)
H (7.98535, 2.09701, 1.09528)
H (8.41327, 0.46680, 0.62374)
H (6.32187, -0.47203, 3.26535)
H (6.39442, -0.26918, 1.56060)
H (6.07476, 2.28230, 1.99521)
H (5.38486, 1.82409, 3.55189)
H (2.49975, 1.80272, 2.30432)
H (3.20988, 2.53945, 0.97153)
H (3.68256, 2.98142, 2.66297)
C (2.41094, -3.55426, -1.89509)
O (2.72336, -2.37916, -1.18013)
C (3.26643, -1.37029, -1.99998)
C (3.98147, -0.34524, -1.16771)
O (4.76536, 0.47210, -2.00607)
C (5.33221, 1.61183, -1.40603)
H (3.34631, -4.08427, -2.11945)
H (1.85515, -3.36268, -2.81623)
H (1.88238, -4.23494, -1.22967)
H (2.48216, -0.96191, -2.65802)
H (3.99232, -1.80705, -2.70230)
H (4.63356, -0.84476, -0.44094)
H (3.30630, 0.29685, -0.58139)
H (6.32426, 1.43716, -0.97284)
H (4.66916, 1.96415, -0.60989)
H (5.46821, 2.37620, -2.17033)
C (-3.84119, 0.25268, 0.10631)
O (-3.70248, 1.69280, 0.00089)
C (-4.96734, 2.33011, -0.17604)
C (-4.75108, 3.83916, -0.26574)
O (-3.68073, 4.23696, 0.57693)
C (-3.79311, 5.56490, 1.07525)
H (-2.84536, -0.03877, 0.42572)
H (-4.17766, -0.19305, -0.82332)
H (-4.51139, 0.04432, 0.94306)
H (-5.64648, 2.11589, 0.65334)
H (-5.43913, 1.95845, -1.08986)
H (-5.69538, 4.22308, 0.13970)
H (-4.68152, 4.23797, -1.27668)
H (-3.70426, 6.29600, 0.26951)
H (-2.99823, 5.73799, 1.79570)
H (-4.73628, 5.74769, 1.59465)
C (-1.16261, -2.27549, -3.58394)
O (-1.84028, -1.14541, -4.13032)
C (-2.64927, -0.49881, -3.18742)
C (-3.77704, 0.27697, -3.83217)
O (-3.27420, 0.95366, -4.95634)
C (-4.26471, 1.70160, -5.61345)
H (-0.56481, -2.67275, -4.39906)
H (-1.89488, -2.98673, -3.19749)
H (-0.49933, -1.93027, -2.78119)
H (-2.03716, 0.22592, -2.62671)
H (-3.10353, -1.20685, -2.48105)
H (-4.17354, 0.99062, -3.08837)
H (-4.62574, -0.33949, -4.15885)
H (-4.66350, 2.53422, -5.02134)
H (-5.12033, 1.04856, -5.84120)
H (-3.88203, 2.07789, -6.55848)
C (-1.03966, -3.65393, 0.31340)
O (-2.23129, -3.00620, -0.08432)
C (-3.36801, -3.83061, 0.09939)
C (-4.56536, -3.17082, -0.52119)
O (-4.47308, -3.03844, -1.91672)
C (-5.65300, -2.48597, -2.46766)
H (-0.80033, -4.44242, -0.40078)
H (-1.17927, -4.10108, 1.31373)
H (-0.26536, -2.93323, 0.56593)
H (-3.51973, -3.93536, 1.18004)
H (-3.19832, -4.81398, -0.35537)
H (-4.67218, -2.18127, -0.05326)
H (-5.46008, -3.74827, -0.25143)
H (-5.82769, -1.50055, -2.01993)
H (-6.51629, -3.14887, -2.36629)
H (-5.46655, -2.37521, -3.53513)
C (3.83893, -5.09612, 6.32878)
O (3.20615, -3.84716, 6.14811)
C (1.94759, -3.96886, 5.56450)
C (1.37706, -2.59801, 5.28924)
O (2.15536, -1.90515, 4.31300)
C (1.43720, -0.88993, 3.68160)
H (4.91919, -5.03493, 6.17750)
H (3.46873, -5.85123, 5.63276)
H (3.74023, -5.44195, 7.36389)
H (1.21598, -4.41971, 6.25080)
H (1.91645, -4.45963, 4.58287)
H (1.42994, -1.95480, 6.17807)
H (0.33409, -2.67134, 4.96211)
H (0.47320, -1.21029, 3.26850)
H (2.01836, -0.53105, 2.82493)
H (1.36681, 0.00662, 4.31407)

The relative energy (zero: lowest compared OMol25 entry of this formula, charge and spin) comes out at 312.7 kJ/mol. The orbital gap (alpha / beta) comes out at 7.1 / 6.8 eV. As for the total charge: +1. The HOMO energy (alpha / beta) comes out at -0.412 / -0.412 Ha. Its spin multiplicity is 11. The total energy is -4363.65342 Eh.